Entry 1:
The following is a quantum chemistry calculation of a structure of composition C49H44AsN5S3SeV, from the OMol25 dataset.

For the electronic energy, the calculation gives -8943.14425 a.u. The spin multiplicity is 4. Its charge is -2. As for the gap between HOMO and LUMO (spin up / spin down): 4.7 / 4.7 eV. As for the LUMO energy (spin up / spin down): 4.0 / 4.0 eV. As for the energy relative to the best compared isomer or geometry (same formula, charge and spin): 64.4 kcal/mol.

CARTESIAN COORDINATES (ANGSTROEM)
H -0.232 3.916 -0.050
C -4.556 1.338 0.287
C -0.497 1.120 3.853
H 3.868 -2.374 -0.777
C 4.346 1.175 -0.260
C 2.977 -1.790 1.054
C -4.594 4.102 0.496
C -1.162 -2.653 1.522
H 1.082 3.262 -1.735
C 5.348 -2.285 0.770
S 1.114 0.064 -2.119
H -3.833 -2.532 -3.023
H -3.371 -5.107 -7.147
C 3.200 -1.473 2.421
H 6.169 -2.561 0.119
C 4.179 1.510 2.959
C 0.545 0.223 4.109
S 2.722 -3.043 -6.727
C -2.448 -0.273 2.129
H 4.624 -1.582 4.002
C -3.397 3.431 0.263
N 0.213 -1.598 -4.003
H -2.052 -3.422 3.254
C 1.211 -0.963 -3.464
C 0.252 4.015 0.920
C 3.241 1.789 0.542
C 4.493 -1.739 2.939
C -3.362 2.046 0.156
N 0.683 -1.152 0.825
H -3.027 -1.464 -0.933
C -5.773 3.387 0.620
H 0.182 -2.781 -7.730
H -0.509 3.835 1.684
H -2.999 0.641 2.347
H 0.602 5.047 1.034
C -1.909 -2.533 2.642
C -2.158 0.936 -3.143
C 1.611 -2.006 0.479
N 1.400 -0.124 3.064
H 3.947 0.518 -1.034
H -2.160 2.202 4.625
H -4.600 5.183 0.577
C -3.226 -0.898 -4.273
C -1.696 -0.325 0.956
H -3.137 -4.815 -4.693
C 1.917 -2.268 -5.469
H -0.836 -1.769 -0.423
H -0.727 -3.606 1.258
H 4.928 1.959 -0.755
C -0.546 -3.232 -7.077
H -0.063 -0.293 7.403
H 2.472 4.034 3.815
H -3.547 -1.377 -5.191
V 1.351 0.660 1.183
N 2.336 -0.999 3.395
C 5.544 -2.120 2.143
H -1.706 -4.074 -8.661
C -1.353 1.519 4.860
H -4.536 0.257 0.219
H 1.463 -1.010 5.600
H -0.651 1.485 2.843
H 0.742 3.698 3.686
C -2.553 -1.322 3.020
C -2.318 0.293 -1.922
H 3.735 1.078 3.856
H -1.878 1.332 6.940
C -1.359 -3.648 -4.842
H -1.637 1.886 -3.186
C -3.382 -1.546 -3.058
H -3.135 -1.240 3.928
C -1.200 1.029 6.151
H -2.465 0.848 -5.263
H 4.733 2.410 3.251
C -1.609 -3.963 -7.588
H 2.445 2.239 -2.131
C 2.099 3.004 -1.441
C -0.183 0.118 6.407
C -2.615 0.348 -4.313
H 4.889 0.789 2.565
C 2.174 2.549 -0.019
C -2.412 -4.376 -5.368
H -1.254 -3.492 -3.778
C -0.422 -3.086 -5.703
C 1.998 2.674 2.262
C 3.142 1.888 1.951
C -2.931 -0.951 -1.886
H -6.708 3.904 0.800
C 1.396 3.063 1.047
C -5.749 2.001 0.514
C 4.075 -2.154 0.262
H 1.813 2.510 4.411
C 1.732 3.249 3.617
C 0.682 -0.292 5.406
As -1.658 1.143 -0.269
Se 1.372 -3.485 -0.596
H 5.017 0.587 0.365
H 6.522 -2.283 2.583
C -0.814 -1.492 0.644
H 2.726 3.898 -1.543
H -6.669 1.435 0.611
H -2.480 3.997 0.159
C -2.542 -4.539 -6.741
N 0.617 -2.308 -5.121
S 2.706 -1.203 -4.355

***

Entry 2:
The following is a quantum chemistry calculation of a cluster of 2 separate species, C5H12BrF3NOPSi in total at a distorted geometry, from the OMol25 dataset.

For the electronic energy, the calculation gives -3832.11102 a.u. As for the gap between HOMO and LUMO (spin up / spin down): 8.0 / 5.1 eV. As for the LUMO energy (spin up / spin down): -1.8 / -3.8 eV. As for the energy relative to the best compared isomer or geometry (same formula, charge and spin): 51.9 kcal/mol.

CARTESIAN COORDINATES (ANGSTROEM)
H 3.082 -0.148 -1.785
H -1.545 -0.314 -0.184
N 0.291 -0.382 0.749
H -0.339 0.845 -1.971
F -3.188 -1.529 -1.987
Si 1.316 0.623 -0.318
C -2.829 -1.929 -0.754
H -3.376 -0.159 0.358
C -2.471 -0.803 0.171
C 0.128 1.554 -1.368
F -3.916 -2.584 -0.339
P -0.405 -1.307 1.858
Br -0.303 2.328 4.203
H 3.210 -1.303 -0.430
H 2.807 1.169 1.594
H 3.191 2.045 0.204
H 1.814 2.560 1.239
H -0.484 2.283 -0.700
H 0.659 2.036 -2.106
C 2.365 1.698 0.793
H 2.008 -1.484 -1.532
C 2.464 -0.687 -1.127
F -1.831 -2.851 -0.926
H -0.569 -0.390 2.952
O -2.079 -1.272 1.405

***

Among the records above, which one has the highest electronic energy?
C5H12BrF3NOPSi